(1)
Entry from the Open Molecules 2025 dataset: a structure of composition C17H31F5MgP2 at a distorted geometry (ωB97M-V/def2-TZVPD).

Atoms and positions in Å:
1 P 4.46140 -1.80814 -2.85772
2 P 3.73408 -3.32148 0.50137
3 C 5.57562 -2.55863 -1.59207
4 C 4.95766 -3.72574 -0.85910
5 H 5.84144 -1.75396 -0.89148
6 H 6.46836 -2.91330 -2.12255
7 H 4.39106 -4.39369 -1.52256
8 H 5.73611 -4.28621 -0.32439
9 C 5.04196 -2.53676 1.59352
10 H 4.68075 -2.32581 2.60899
11 H 5.41017 -1.61680 1.13242
12 H 5.87963 -3.23565 1.64712
13 C 3.67888 -5.07826 1.05134
14 H 4.62052 -5.31612 1.56433
15 H 3.59812 -5.69307 0.13987
16 H 2.82222 -5.26489 1.71834
17 C 5.50581 -0.30285 -3.22088
18 H 4.82435 0.53419 -3.41994
19 H 6.12526 -0.46889 -4.10981
20 H 6.12610 -0.08447 -2.33957
21 C 4.56638 -2.92924 -4.32331
22 H 4.40999 -3.96918 -4.00724
23 H 5.53338 -2.82887 -4.82309
24 H 3.76851 -2.62394 -5.01643
25 Mg 1.35487 -3.02391 -0.09892
26 C 3.79351 1.18185 1.06979
27 C 4.78832 1.85770 0.44220
28 C 4.62984 2.73633 -0.73026
29 C 3.14568 2.77530 -1.20599
30 C 3.13799 1.96712 -2.43591
31 C 2.61550 0.73888 -2.39804
32 C 2.57445 -0.04925 -1.06383
33 C 2.64542 0.41301 0.45868
34 C -0.14521 -2.10238 -1.34260
35 H 3.79668 1.24268 2.16251
36 H 5.79457 1.76052 0.80451
37 H 5.33868 2.37487 -1.52828
38 H 4.89890 3.81232 -0.59403
39 H 2.48145 2.30391 -0.49322
40 H 2.80404 3.80654 -1.32771
41 H 3.70218 2.38772 -3.28753
42 H 2.32236 0.19983 -3.32746
43 H 3.36278 -0.77961 -1.19248
44 H 1.58797 -0.52773 -1.11153
45 H 1.70209 0.92185 0.73519
46 H 2.66829 -0.53161 1.04960
47 H -1.07910 -2.63790 -1.15429
48 H 0.23312 -2.30622 -2.35957
49 H -0.35735 -1.01325 -1.35389
50 F 0.71092 -1.07985 2.25324
51 C -0.03263 -1.91825 1.43235
52 F 0.11220 -3.18997 2.00942
53 C -1.49464 -1.45479 1.46179
54 F -1.79800 -0.46997 0.55891
55 F -2.29859 -2.52910 1.21378
56 F -1.83119 -0.95828 2.68646

## Properties
Frontier orbital gap (spin up / spin down) ... 0.212 / 0.212 Eh



(2)
Entry from the Open Molecules 2025 dataset: a structure of composition C17H27BF4N8O3Pd (ωB97M-V/def2-TZVPD).

Atoms and positions in Å:
1 Pd 0.25348 -0.35379 0.69207
2 F -0.44523 -2.54239 1.19267
3 B -1.53531 -2.66155 0.24928
4 F -1.38420 -1.48061 -0.58922
5 F -1.39937 -3.78325 -0.50855
6 F -2.72517 -2.57766 0.92869
7 C -4.42681 -0.31825 2.16128
8 N -3.14164 0.37150 2.14310
9 C -2.90493 1.15461 0.94851
10 C -2.08692 -0.05447 2.87921
11 N -0.85624 0.07151 2.46035
12 N -2.37642 -0.58492 4.11591
13 C -3.26832 0.12847 5.01545
14 C -1.34550 -1.35080 4.78906
15 H -4.57708 -0.83015 1.21203
16 H -5.23169 0.40259 2.32121
17 H -4.44167 -1.06129 2.95027
18 H -3.82904 1.68060 0.70363
19 H -2.62770 0.52603 0.09583
20 H -2.11895 1.88475 1.13132
21 H -0.17609 -0.05200 3.20058
22 H -3.95457 0.75504 4.45650
23 H -2.69590 0.76424 5.70027
24 H -3.84907 -0.58014 5.60800
25 H -0.80999 -1.96596 4.06814
26 H -1.81779 -2.01030 5.51701
27 H -0.63141 -0.71148 5.32477
28 C 1.32009 3.65249 0.01896
29 O 0.71846 2.44411 0.51312
30 C 0.07505 1.67544 -0.37109
31 C -0.49666 2.04672 -1.68386
32 H 2.10801 3.41890 -0.69948
33 H 1.74659 4.15250 0.88291
34 H 0.56170 4.28295 -0.44623
35 H -1.25734 2.83773 -1.61024
36 H -0.99887 1.17786 -2.11288
37 H 0.26162 2.38909 -2.40335
38 O 1.06980 2.16282 -5.93437
39 C 1.66297 0.89624 -6.14694
40 N 1.62287 0.25186 -4.85937
41 C 2.45925 -0.76218 -4.54934
42 O 3.25992 -1.21721 -5.34623
43 C 2.36388 -1.32544 -3.15278
44 C 3.11305 -2.45381 -2.84490
45 C 3.02785 -2.99094 -1.57276
46 C 2.20282 -2.37647 -0.64644
47 N 1.49405 -1.27858 -0.93131
48 C 1.57482 -0.77022 -2.15942
49 H 1.00129 2.61601 -6.77847
50 H 2.70535 0.96786 -6.46780
51 H 1.09928 0.32125 -6.89090
52 H 0.92051 0.58008 -4.22033
53 H 3.74346 -2.88623 -3.61016
54 H 3.58745 -3.87137 -1.29610
55 H 2.08906 -2.76534 0.35800
56 H 0.98508 0.11995 -2.31637
57 N 1.94025 -0.42822 1.90568
58 C 3.03967 -0.12071 1.59642
59 N 4.19317 0.12910 1.18008
60 C 5.16030 0.83992 1.71715
61 N 6.04872 1.46350 2.11143

## Properties
Spin multiplicity ... 5
Frontier orbital gap (spin up / spin down) ... 0.278 / 0.217 Eh
⟨S²⟩ ... 6.012



(3)
Entry from the Open Molecules 2025 dataset: a cluster of 2 separate species, C2H4N2 in total at a distorted geometry (ωB97M-V/def2-TZVPD).

Atoms and positions in Å:
1 C 1.42732 -0.59326 -0.28521
2 C 1.28564 0.50223 0.22481
3 H -1.02232 0.92749 -0.72482
4 H -1.02962 -0.56012 0.98893
5 H 1.76761 -1.47540 -0.84731
6 H 1.33587 1.40405 0.78796
7 N -1.86359 0.34223 -0.53168
8 N -1.90091 -0.54722 0.38732

## Properties
SMILES ... [H]/N=N\[H].C#C
Frontier orbital gap ... 0.368 Eh



(4)
Entry from the Open Molecules 2025 dataset: the molecule C4H4F2 at a distorted geometry (ωB97M-V/def2-TZVPD).

Atoms and positions in Å:
1 C -1.28642 -0.59232 -0.44319
2 C -0.29491 0.33849 0.32417
3 C 1.25857 0.16802 -0.01084
4 C 2.53494 0.09701 0.22132
5 H -1.08060 -1.56233 -0.34956
6 H -1.31589 0.07066 -1.47218
7 H -2.20693 -0.18560 -0.05671
8 H 3.51676 0.23678 -0.04004
9 F -0.68065 1.56374 0.20817
10 F -0.44488 -0.13445 1.61886

## Properties
SMILES ... C#CC(C)(F)F
Frontier orbital gap ... 0.419 Eh



(5)
Entry from the Open Molecules 2025 dataset: the ion C2H7N3OP with charge +1 at a distorted geometry (ωB97M-V/def2-TZVPD).

Atoms and positions in Å:
1 C 1.23368 0.38986 -0.60112
2 C -1.01121 -0.06628 0.41410
3 N 0.83764 1.67971 -0.53696
4 N 0.22385 -0.52561 -0.06179
5 N 0.37476 -1.89349 -0.24977
6 O 2.21076 -0.10569 -1.09134
7 P 1.71097 -2.89729 -0.25838
8 H -1.52583 -0.95617 1.00515
9 H -1.08115 0.80056 1.03909
10 H -1.53051 0.22673 -0.42671
11 H 0.17121 2.10451 0.05156
12 H 1.71670 2.22121 -0.68482
13 H -0.44042 -2.41313 -0.25220
14 H 2.70381 -1.96254 -0.40164

## Properties
SMILES ... [H]/P=[NH+]\N(C)C(N)=O
Net charge ... +1
Frontier orbital gap (spin up / spin down) ... 0.286 / 0.286 Eh



One value per record, in order, for electronic energy: -55735.308; -51156.993; -5114.531; -9644.041; -17984.978 eV.
One value per record, in order, for energy above the lowest of the compared OMol25 structures with the same formula, charge and spin: 45.2; 13.6; 102.1; 55.6; 44.1 kcal per mole.